16 unconnected molecules or ions with the total composition C20H60N16O19. Source: the Open Molecules 2025 dataset; level of theory: ωB97M-V/def2-TZVPD.

Output
LUMO energy in eV: 3.461

The geometry in ORCA input format:
```
! RIJCOSX wB97M-V def2-TZVPD def2/J DEFGRID3
* xyz -2 1
C -8.25825 -32.44513 -18.82304
C -7.16101 -32.03914 -18.07187
C -7.07373 -32.41411 -16.61531
O -6.03382 -32.09400 -15.98345
C -8.20060 -32.96245 -16.00476
C -9.41227 -33.16868 -16.69373
C -9.43593 -32.93719 -18.23482
O -10.47262 -33.22065 -18.86511
O -10.45360 -33.52645 -16.10820
O -6.20920 -31.43351 -18.66055
H -8.30736 -32.24181 -19.88614
H -8.12192 -33.20676 -14.95598
O -7.48444 -29.53179 -15.34328
H -6.96494 -30.34928 -15.38329
H -8.10994 -29.59930 -16.07250
O -6.32418 -32.65065 -13.04336
H -6.76477 -31.79546 -13.03184
H -6.12334 -32.79158 -13.98138
O -4.59644 -34.55286 -14.73622
H -4.28677 -34.15094 -13.91933
H -5.33459 -33.99695 -15.01378
O -3.60825 -31.10236 -17.48535
H -3.70085 -31.94560 -17.03177
H -4.49896 -30.95499 -17.83691
O -8.38804 -29.13100 -18.67243
H -7.66031 -29.72967 -18.46962
H -8.36391 -29.09624 -19.63621
C -11.00495 -33.14365 -12.49490
O -11.71291 -34.12757 -12.66668
N -10.99385 -32.55939 -11.24086
N -10.34379 -32.45530 -13.43816
H -11.58947 -33.01406 -10.57628
H -10.58157 -31.66676 -11.05142
H -10.48625 -32.72675 -14.41257
H -9.81490 -31.63844 -13.19811
C -4.33457 -33.56635 -21.03384
O -3.59325 -34.12330 -21.83752
N -4.02392 -32.37516 -20.44162
N -5.52968 -34.07764 -20.64562
H -4.71960 -31.89667 -19.88520
H -3.24915 -31.84410 -20.78857
H -5.80516 -34.97383 -20.99858
H -6.11408 -33.61771 -19.96712
C -13.79582 -34.36574 -16.37341
O -15.01952 -34.39099 -16.27658
N -12.95524 -34.65875 -15.34185
N -13.13092 -34.05057 -17.52598
H -11.99786 -34.34085 -15.43271
H -13.31475 -34.76411 -14.41135
H -13.57590 -33.48534 -18.22573
H -12.13576 -33.88078 -17.43120
C -12.15208 -29.90059 -21.07074
O -13.36820 -30.02337 -20.97439
N -11.58102 -28.76750 -21.59302
N -11.22324 -30.85886 -20.77570
H -12.20455 -28.04681 -21.89752
H -10.57960 -28.67428 -21.58886
H -11.58740 -31.66606 -20.30581
H -10.24903 -30.74832 -20.99589
C -14.60684 -33.72785 -20.95126
O -15.46156 -33.25688 -21.68082
N -14.56307 -35.04955 -20.57695
N -13.58570 -32.99322 -20.41849
H -13.66990 -35.49679 -20.44153
H -15.27791 -35.66313 -20.92208
H -13.46545 -32.00335 -20.60757
H -12.86543 -33.43511 -19.87045
C -7.48025 -29.89682 -22.10255
O -8.56776 -29.80453 -21.52659
N -7.37404 -29.71544 -23.45891
N -6.33503 -30.17425 -21.43487
H -6.54299 -30.04012 -23.91675
H -8.29201 -29.76514 -23.86751
H -5.45805 -29.90450 -21.83976
H -6.41759 -30.41839 -20.45357
C -8.87557 -36.57829 -14.56794
O -7.92826 -37.35417 -14.58515
N -8.89076 -35.47392 -13.76201
N -10.02107 -36.76371 -15.29541
H -9.62825 -34.79487 -13.84530
H -8.05678 -35.24887 -13.25091
H -10.09632 -37.62684 -15.79741
H -10.56766 -35.95489 -15.53888
C -10.86780 -36.32180 -20.61752
O -11.03299 -37.47966 -20.98467
N -10.90057 -35.25693 -21.48263
N -10.58224 -35.94777 -19.34408
H -11.06810 -35.40959 -22.45643
H -10.93113 -34.32582 -21.09848
H -10.26927 -34.99070 -19.18180
H -10.62514 -36.63794 -18.62007
C -11.49535 -30.35728 -16.17519
C -12.42475 -29.50119 -17.01909
C -13.88296 -29.76167 -16.67620
O -12.19468 -28.10217 -16.71754
H -11.55061 -30.13066 -15.10523
H -10.43159 -30.27713 -16.40356
H -11.87850 -31.37831 -16.27857
H -12.20693 -29.73471 -18.06440
H -14.28226 -30.52867 -17.34621
H -14.49967 -28.87326 -16.79380
H -14.02841 -30.13427 -15.66043
H -11.49965 -27.78681 -17.30349
C -2.44095 -28.47222 -12.49389
C -3.84620 -28.86495 -12.91425
C -3.88415 -30.06482 -13.84863
O -4.61443 -29.24683 -11.72742
H -2.47963 -27.52076 -11.95630
H -1.84346 -28.29590 -13.39288
H -1.93084 -29.26807 -11.95245
H -4.38532 -28.02212 -13.34864
H -4.05930 -31.03162 -13.37642
H -2.94880 -30.24854 -14.38558
H -4.66622 -29.91337 -14.59265
H -4.17473 -28.80222 -10.99631
*
```

***

10 unconnected molecules or ions with the total composition C20H60N8O10. Source: the Open Molecules 2025 dataset; level of theory: ωB97M-V/def2-TZVPD.

Output
SMILES string: NC(N)=O.NC(N)=O.NC(N)=O.NC(N)=O.CC(C)O.CC(C)O.CC(C)O.CC(C)O.CC(C)O.CO
Relative energy (zero: lowest compared OMol25 entry of this formula, charge and spin) in kJ/mol: 0.0
LUMO energy in eV: -0.144

The geometry in ORCA input format:
```
! RIJCOSX wB97M-V def2-TZVPD def2/J DEFGRID3
* xyz 0 1
C 1.73415 3.68211 2.90648
O 2.07864 3.20891 1.63536
H 1.35914 2.92770 3.65169
H 0.94941 4.35896 2.95275
H 2.57436 4.28792 3.32898
H 2.93897 2.77311 1.74451
C 5.20913 2.14774 2.45281
O 6.02162 3.13121 2.95873
N 4.68460 2.09972 1.23675
N 4.89897 1.11067 3.18579
H 4.85262 2.95489 0.68438
H 4.31545 1.31104 0.66481
H 5.34245 1.01698 4.10845
H 4.14073 0.43944 2.97124
C 3.40196 -0.64703 -0.49796
O 2.19561 -1.20292 -0.94529
N 4.13026 -1.26462 0.37916
N 3.90350 0.51735 -0.92325
H 3.73159 -2.13562 0.73879
H 5.11530 -1.02118 0.59505
H 3.31625 1.12379 -1.59726
H 4.93285 0.68795 -0.89900
C -0.89028 -2.53831 0.14173
O -0.30244 -2.89563 1.29928
N -0.42447 -1.79919 -0.82464
N -2.11724 -2.85895 -0.08605
H 0.54176 -1.47239 -0.70370
H -0.80435 -1.54473 -1.73888
H -2.56699 -3.57025 0.48884
H -2.75345 -2.62782 -0.85225
C 2.63032 1.29324 -3.64502
O 3.25627 1.80494 -4.77516
N 2.37575 2.01960 -2.61479
N 2.36851 0.04745 -3.45086
H 2.73673 2.99074 -2.69972
H 1.71874 1.73251 -1.89472
H 2.72630 -0.51539 -4.19328
H 2.29703 -0.38658 -2.52849
C -2.06472 -0.64842 3.38481
C -3.48389 -0.96044 2.97275
C -4.38996 0.24560 2.77071
O -3.63088 -1.80838 2.05780
H -1.36483 -1.06013 2.67701
H -1.83429 -1.07721 4.33358
H -1.96326 0.40731 3.39255
H -4.01996 -1.45105 3.76399
H -4.72730 0.84265 3.61447
H -5.31952 -0.06861 2.33852
H -4.02544 0.98339 2.05902
H -2.85771 -1.88477 1.47225
C 1.20141 -2.02234 4.09276
C 2.30176 -1.10434 3.50480
C 1.64276 -0.01410 2.67900
O 3.03894 -0.57864 4.35394
H 1.73361 -2.82665 4.56169
H 0.46314 -2.44426 3.39772
H 0.70078 -1.53759 4.96502
H 2.94334 -1.72186 2.90452
H 1.03995 -0.52254 1.92298
H 2.27619 0.62127 2.10278
H 1.03666 0.64826 3.28705
H 3.46308 -1.31035 4.77650
C -3.88300 -0.18744 -0.97194
C -4.86993 -1.17794 -1.47055
C -5.50608 -0.75596 -2.76823
O -4.42177 -2.33347 -1.55775
H -3.01912 -0.17928 -1.64385
H -3.37935 -0.47065 -0.06869
H -4.42510 0.72089 -0.82322
H -5.59288 -1.23328 -0.69772
H -5.80087 0.35294 -2.72569
H -6.47127 -1.34518 -3.00047
H -4.71331 -0.88928 -3.48523
H -5.12219 -2.93396 -1.46475
C -0.16200 -0.78149 -5.84845
C -0.87143 -0.58293 -4.52335
C -2.06497 -1.47999 -4.43128
O -0.15645 -0.87414 -3.53138
H -0.77430 -0.41607 -6.61409
H 0.16385 -1.80289 -5.95428
H 0.72774 -0.19260 -6.02651
H -1.21546 0.45282 -4.57477
H -2.50417 -1.54755 -3.39305
H -1.95981 -2.55203 -4.72010
H -2.84914 -1.00322 -4.99094
H 0.64706 -0.31241 -3.51337
C -0.95900 1.58481 -1.48103
C -0.14972 1.98000 -0.23452
C -0.94089 1.42406 1.06946
O 1.05156 1.62195 -0.24529
H -0.31005 1.84501 -2.36966
H -1.99079 1.99428 -1.64436
H -1.06690 0.48871 -1.51781
H -0.14917 3.07488 -0.14439
H -0.66375 1.86785 2.01372
H -0.80026 0.33424 1.13629
H -2.01511 1.56529 0.98469
H 1.43843 1.84993 0.59103
*
```

***

10 unconnected molecules or ions with the total composition C20H60O10. Source: the Open Molecules 2025 dataset; level of theory: ωB97M-V/def2-TZVPD.

Output
SMILES string: CCO.CCO.CCO.CCO.CCO.CCO.CCO.CCO.CCO.CCO
Relative energy (zero: lowest compared OMol25 entry of this formula, charge and spin) in kJ/mol: 494.9
LUMO energy in eV: 0.464

The geometry in ORCA input format:
```
! RIJCOSX wB97M-V def2-TZVPD def2/J DEFGRID3
* xyz 0 1
C -1.06110 -6.75273 2.44385
C -1.85279 -8.14995 2.17380
O -0.81684 -9.00453 2.03845
H -0.26806 -6.49388 1.74230
H -0.51297 -6.69182 3.38403
H -1.78154 -5.93502 2.42404
H -2.56029 -8.14879 1.34462
H -2.45734 -8.37244 3.05307
H -0.73270 -9.51796 2.84524
C 7.25384 2.49938 1.35758
C 7.04832 1.62440 2.59757
O 8.18347 1.79385 3.46201
H 8.25777 2.56629 0.93839
H 7.04320 3.51527 1.69183
H 6.55493 2.16625 0.59035
H 6.89171 0.55936 2.42649
H 6.13549 2.00745 3.05376
H 8.82996 1.12743 3.21797
C -7.13923 -4.97676 -1.98406
C -7.72831 -5.86190 -3.13312
O -7.15899 -7.12832 -3.11357
H -6.68701 -5.47248 -1.12508
H -7.83405 -4.25777 -1.55001
H -6.37016 -4.33196 -2.40933
H -7.55806 -5.42196 -4.11576
H -8.79662 -6.01484 -2.98005
H -7.00138 -7.29220 -4.04625
C -7.20419 3.28230 -4.51415
C -8.47116 2.46711 -4.16871
O -8.87824 1.75676 -5.30749
H -6.45968 2.61711 -4.95155
H -6.89854 3.62913 -3.52703
H -7.44902 4.11312 -5.17591
H -9.25426 3.20255 -3.98438
H -8.41067 1.76851 -3.33419
H -9.68846 1.27075 -5.13742
C 5.20882 -2.70031 8.59474
C 5.60093 -3.88595 9.49860
O 4.46248 -4.39878 10.12780
H 6.02360 -2.08138 8.21903
H 4.64802 -1.94868 9.15031
H 4.59013 -2.92957 7.72713
H 6.37719 -3.74725 10.25113
H 6.05694 -4.68433 8.91315
H 3.97752 -3.78003 10.67877
C -0.05550 9.51451 -3.60983
C -0.38965 8.14511 -3.08977
O 0.72090 7.88222 -2.22443
H -0.65940 9.98267 -4.38714
H 0.88529 9.54360 -4.15954
H 0.07121 10.20953 -2.77977
H -0.65326 7.47551 -3.90846
H -1.27257 8.23194 -2.45651
H 0.63479 8.48082 -1.47886
C -0.27888 1.48735 1.69842
C -0.79512 1.46811 0.26693
O 0.37652 1.82272 -0.53232
H 0.52620 0.79296 1.93877
H -1.12460 1.10165 2.26770
H 0.01777 2.48379 2.02587
H -1.66599 2.08230 0.03786
H -1.10673 0.43775 0.09560
H 0.41206 2.78141 -0.56751
C 1.89484 -0.75541 -7.42635
C 2.21019 -1.93523 -6.44066
O 2.98313 -1.60846 -5.27385
H 2.81740 -0.28421 -7.76540
H 1.31178 0.01430 -6.92069
H 1.36300 -1.30044 -8.20622
H 2.80274 -2.64480 -7.01815
H 1.27493 -2.47099 -6.27829
H 2.49077 -1.05566 -4.66264
C -3.69623 -2.68795 8.16137
C -4.91027 -3.54445 7.94620
O -5.61097 -3.65447 9.12786
H -3.94034 -1.74733 8.65508
H -3.19963 -2.50065 7.20932
H -3.03470 -3.29240 8.78195
H -4.74071 -4.55044 7.56236
H -5.59067 -3.02479 7.27159
H -6.39444 -4.18989 8.98257
C 6.62116 5.54118 -6.14517
C 7.18421 6.71699 -5.39937
O 8.39235 7.10708 -6.00673
H 6.34316 5.65640 -7.19280
H 5.80622 5.26568 -5.47578
H 7.27039 4.66617 -6.11446
H 7.24089 6.55637 -4.32277
H 6.42977 7.50005 -5.47522
H 8.92532 6.31393 -6.09871
*
```

***

A molecular structure, C20H60O10S10Y. Source: the Open Molecules 2025 dataset; level of theory: ωB97M-V/def2-TZVPD.

Output
Relative energy (zero: lowest compared OMol25 entry of this formula, charge and spin) in kJ/mol: 0.0
LUMO energy in eV: -5.665

The geometry in ORCA input format:
```
! RIJCOSX wB97M-V def2-TZVPD def2/J DEFGRID3
* xyz 3 1
Y -0.05447 -0.05592 0.03054
C 4.56369 -1.91376 -0.01464
S 2.86921 -2.34777 -0.50113
O 1.92214 -1.24783 -0.10414
C 3.11842 -2.24286 -2.27893
H 4.62282 -2.04400 1.06461
H 4.86203 -0.91062 -0.31875
H 5.29377 -2.58537 -0.47013
H 3.89657 -2.97327 -2.53245
H 3.59744 -1.29113 -2.50446
H 2.24246 -2.49809 -2.86293
C -3.24337 3.20569 -0.52173
S -1.94222 2.68786 -1.65599
O -1.47407 1.33342 -1.17649
C -2.98306 2.47358 -3.12737
H -3.67830 4.15777 -0.83655
H -2.88635 3.29075 0.50189
H -4.11121 2.54238 -0.46322
H -3.78684 1.77211 -2.90441
H -2.42846 2.19269 -4.01775
H -3.44467 3.43078 -3.38354
C -0.70745 -3.18966 3.71862
S -0.04404 -3.23042 2.00994
O -0.01903 -1.82146 1.51030
C 1.63528 -3.71604 2.57271
H -1.52348 -2.46926 3.71337
H 0.00040 -2.96379 4.51414
H -1.07179 -4.19988 3.91471
H 1.52089 -4.63606 3.15179
H 2.11547 -2.98469 3.21841
H 2.24218 -3.98263 1.70887
C -1.93169 -4.07781 -2.30785
S -0.25738 -3.42973 -2.00557
O -0.34617 -2.31409 -1.00045
C 0.33994 -4.89703 -1.15138
H -1.90321 -4.97857 -2.92037
H -2.54407 -3.29060 -2.73019
H -2.26354 -4.42295 -1.32529
H 1.37576 -4.74926 -0.85787
H 0.28362 -5.74435 -1.83632
H -0.29742 -5.08249 -0.28896
C -3.18048 1.70569 3.16431
S -2.12836 0.26027 3.03623
O -1.29211 0.38453 1.79814
C -1.01975 0.85317 4.35198
H -2.60540 2.63025 3.10903
H -3.78789 1.69032 4.06588
H -3.79653 1.73322 2.26112
H -0.68149 1.87197 4.17697
H -0.19204 0.15001 4.38384
H -1.57882 0.85350 5.28974
C 2.64936 0.84684 4.27051
S 2.68881 0.02273 2.64472
O 1.40569 0.39311 1.92161
C 4.01289 1.02335 1.89331
H 1.73613 1.42211 4.38102
H 3.50235 1.51838 4.36655
H 2.73549 0.11791 5.07495
H 3.85717 2.08495 2.05415
H 3.86589 0.76913 0.84364
H 4.94857 0.60737 2.26049
C -4.90041 -0.34681 -0.50696
S -3.44656 -1.41177 -0.73780
O -2.23942 -0.76043 -0.10167
C -3.98346 -2.63833 0.48615
H -4.76084 0.55760 -1.09985
H -5.04036 -0.07155 0.53750
H -5.80316 -0.80970 -0.90603
H -3.25093 -3.43926 0.55739
H -4.87595 -3.12406 0.08168
H -4.19523 -2.13261 1.42318
C -1.61675 -0.58422 -4.12772
S -0.15076 0.26325 -3.57631
O 0.32847 -0.36720 -2.29048
C 0.90902 -0.58418 -4.74458
H -1.99720 -0.06392 -5.01209
H -2.43276 -0.50845 -3.40718
H -1.46104 -1.63134 -4.38025
H 0.79874 -0.22983 -5.77386
H 0.67634 -1.64610 -4.72633
H 1.96164 -0.40630 -4.52906
C 1.30209 3.99961 2.29174
S -0.33860 3.57827 1.66054
O -0.11864 2.31874 0.85055
C -0.41857 5.04233 0.57295
H 1.98719 4.04547 1.44426
H 1.65105 3.31330 3.05424
H 1.28385 5.00639 2.71596
H 0.41052 5.00470 -0.13791
H -0.27024 5.97975 1.10864
H -1.35355 5.05723 0.02083
C 1.71471 3.46735 -2.32455
S 2.59438 2.44463 -1.11680
O 1.64659 1.35546 -0.67500
C 3.79267 1.77408 -2.29331
H 2.38292 4.24495 -2.69588
H 0.86178 3.93266 -1.84148
H 1.45343 2.79826 -3.14285
H 4.54548 2.54437 -2.45469
H 3.35846 1.38803 -3.21670
H 4.29585 0.90524 -1.86546
*
```